Computed, not measured: the molecule C3H6N4, with the ωB97M-V functional and the def2-TZVPD basis.

```
13
C3H6N4 the ωB97M-V functional and the def2-TZVPD basis
C -0.83827 -1.34797 1.35803
C 0.01254 -0.68334 0.35720
C 1.41352 -0.61915 0.26271
H -0.21401 -2.23876 1.73495
H -1.04982 -0.69178 2.24658
H -1.68619 -1.85787 0.88122
H 2.17472 -1.18773 0.74190
H -1.92710 1.90001 -0.78218
H -2.35023 0.42058 -1.63094
N 1.70956 0.33775 -0.53280
N 0.69480 1.11285 -0.74214
N -0.40016 0.51172 -0.25195
N -1.78622 0.83172 -0.62443
```

Computed properties:
total charge: 0
energy relative to the best compared isomer or geometry (same formula, charge and spin): 90.5 kcal per mole
HOMO-LUMO gap: 9.6 eV
HOMO level: -9.26 eV
E_tot: -336.8050 a.u.